The following is a quantum chemistry calculation of a molecular structure, C47H34I4N6Pd in a non-equilibrium geometry, from the OMol25 dataset.

Geometry (Å):
Pd (-0.06, -0.28, -0.28)
I (-4.85, 6.94, -4.92)
C (-3.82, 5.47, -3.88)
C (-3.68, 5.57, -2.50)
C (-3.03, 4.57, -1.80)
C (-2.48, 3.48, -2.48)
C (-2.59, 3.41, -3.87)
C (-3.28, 4.39, -4.56)
C (-1.75, 2.44, -1.73)
C (-0.39, 2.27, -2.03)
C (0.34, 3.19, -2.84)
C (1.64, 2.83, -2.78)
C (1.71, 1.67, -1.95)
C (2.92, 1.07, -1.56)
C (4.15, 1.53, -2.23)
C (4.24, 1.52, -3.62)
C (5.39, 1.97, -4.25)
C (6.44, 2.46, -3.48)
I (8.15, 3.17, -4.42)
C (6.36, 2.49, -2.09)
C (5.22, 2.01, -1.47)
C (3.05, 0.11, -0.54)
N (2.06, -0.23, 0.32)
C (2.61, -1.18, 1.13)
C (1.93, -1.81, 2.18)
C (2.73, -2.58, 3.13)
C (3.86, -2.00, 3.73)
C (4.58, -2.68, 4.69)
C (4.20, -3.98, 5.03)
I (5.27, -5.00, 6.49)
C (3.11, -4.58, 4.42)
C (2.37, -3.88, 3.49)
C (0.55, -1.70, 2.43)
C (-0.04, -2.10, 3.67)
C (-1.34, -1.70, 3.63)
C (-1.54, -1.05, 2.37)
N (-0.37, -1.06, 1.65)
C (-2.73, -0.37, 2.06)
C (-2.89, 0.52, 0.98)
C (-4.14, 1.09, 0.57)
C (-3.87, 1.88, -0.50)
C (-2.45, 1.77, -0.72)
N (-1.88, 0.94, 0.19)
C (-3.87, -0.54, 2.96)
C (-4.49, 0.57, 3.53)
C (-5.53, 0.42, 4.43)
C (-5.98, -0.86, 4.74)
I (-7.55, -1.10, 6.09)
C (-5.39, -1.98, 4.16)
C (-4.33, -1.82, 3.29)
C (3.97, -1.44, 0.77)
C (4.25, -0.63, -0.28)
N (0.46, 1.33, -1.50)
H (-4.08, 6.43, -1.97)
H (-2.93, 4.64, -0.72)
H (-2.16, 2.57, -4.41)
H (-3.39, 4.31, -5.64)
H (-0.09, 4.05, -3.34)
H (2.48, 3.33, -3.22)
H (3.43, 1.13, -4.22)
H (5.47, 1.94, -5.33)
H (7.17, 2.89, -1.50)
H (5.15, 2.04, -0.39)
H (4.14, -0.98, 3.47)
H (5.43, -2.21, 5.16)
H (2.83, -5.60, 4.68)
H (1.53, -4.36, 3.01)
H (0.47, -2.57, 4.48)
H (-2.07, -1.80, 4.41)
H (-5.11, 0.88, 1.00)
H (-4.56, 2.44, -1.10)
H (-4.12, 1.57, 3.30)
H (-5.98, 1.29, 4.89)
H (-5.76, -2.97, 4.40)
H (-3.88, -2.70, 2.83)
H (4.61, -2.18, 1.22)
H (5.16, -0.58, -0.85)
N (-2.02, -1.35, -1.49)
C (-2.01, -2.49, -2.43)
C (-1.01, -3.57, -2.05)
C (0.44, -3.23, -2.38)
N (1.05, -2.29, -1.42)
H (-2.56, -1.60, -0.67)
H (-2.50, -0.56, -1.92)
H (-1.76, -2.11, -3.42)
H (-3.01, -2.93, -2.49)
H (-1.27, -4.47, -2.61)
H (-1.10, -3.81, -0.99)
H (0.49, -2.78, -3.37)
H (1.02, -4.16, -2.41)
H (1.91, -1.91, -1.82)
H (1.33, -2.79, -0.58)

Summary:
- Multiplicity: 1
- LUMO level: -8.45 eV
- Energy above the lowest of the compared OMol25 structures with the same formula, charge and spin: 1.805 eV
- Total energy: -94098.8098 eV
- HOMO energy: -0.4684 hartree
- Total charge: +2


The following is a quantum chemistry calculation of C6H15NO in the gas phase in a non-equilibrium geometry, from the OMol25 dataset.

Geometry (Å):
C (-0.50, 0.56, 1.24)
N (0.66, 0.09, 1.96)
C (1.40, -1.09, 1.67)
O (1.39, -2.02, 2.74)
C (-0.22, 0.71, -0.28)
C (-1.18, 0.00, -1.22)
C (-0.84, 0.16, -2.72)
C (-0.69, 1.60, -3.25)
H (-1.32, -0.15, 1.38)
H (-0.72, 1.51, 1.63)
H (0.83, 0.43, 2.89)
H (2.46, -0.91, 1.47)
H (1.07, -1.58, 0.74)
H (0.47, -2.20, 2.96)
H (0.83, 0.42, -0.39)
H (-0.14, 1.77, -0.55)
H (-1.07, -1.07, -1.00)
H (-2.18, 0.29, -0.90)
H (-1.55, -0.43, -3.25)
H (0.15, -0.31, -2.74)
H (-1.66, 2.09, -3.17)
H (-0.26, 1.52, -4.25)
H (-0.08, 2.17, -2.57)

Summary:
- Multiplicity: 1
- LUMO level: 0.92 eV
- SMILES: CCCCCNCO
- Energy above the lowest of the compared OMol25 structures with the same formula, charge and spin: 1.769 eV
- Total energy: -10001.9877 eV
- HOMO energy: -0.3127 hartree